C48H58BiBrN5OP2SSe | the ωB97M-V functional and the def2-TZVPD basis

Positions of all 118 atoms, in Å:
Bi  -0.5597  -0.4168  -0.5851
C  -2.9711  3.7697  -0.9682
C  -1.9157  3.3814  0.0659
C  -1.5476  4.5444  0.9867
P  -0.4853  2.4978  -0.7383
C  0.0046  3.5085  -2.2205
C  0.1947  5.0235  -2.1323
C  1.2232  2.8313  -2.8582
C  0.7614  2.6099  0.5783
C  1.7349  3.6052  0.6767
C  2.5858  3.7163  1.7608
C  3.5866  4.8383  1.8764
C  2.4746  2.7473  2.7560
C  1.5526  1.7270  2.6644
C  0.6361  1.6358  1.5961
N  -0.3355  0.6249  1.5124
C  -0.7903  0.0319  2.6818
C  -0.9736  0.7963  3.8601
C  -1.3135  0.2261  5.0641
C  -1.5291  -1.1494  5.1822
C  -1.8997  -1.7678  6.5068
C  -1.4760  -1.8888  4.0187
C  -1.1461  -1.3340  2.7733
P  -1.4398  -2.2829  1.2561
C  -0.3168  -3.7522  1.2336
C  -0.0317  -4.4744  2.5502
C  -0.7971  -4.7090  0.1390
C  -3.2070  -2.8722  1.4150
C  -3.4748  -4.1240  2.2521
C  -4.0926  -1.7238  1.9059
H  -3.8639  4.1479  -0.4604
H  -2.6140  4.5490  -1.6496
H  -3.2599  2.8793  -1.5312
H  -2.3401  2.5770  0.6769
H  -1.0217  5.3448  0.4608
H  -2.4655  4.9643  1.4106
H  -0.9124  4.2151  1.8087
H  -0.8650  3.3317  -2.8676
H  1.1008  5.2888  -1.5884
H  0.2949  5.4307  -3.1435
H  -0.6503  5.5175  -1.6532
H  2.1028  2.9794  -2.2270
H  1.0708  1.7552  -2.9731
H  1.4289  3.2526  -3.8459
H  1.8190  4.3414  -0.1127
H  3.5020  5.5265  1.0345
H  3.4276  5.4026  2.7988
H  4.6076  4.4494  1.8969
H  3.1331  2.7877  3.6189
H  1.5347  0.9707  3.4351
H  -0.8306  1.8673  3.8054
H  -1.4219  0.8537  5.9444
H  -1.2799  -1.3720  7.3139
H  -2.9419  -1.5498  6.7584
H  -1.7815  -2.8517  6.4851
H  -1.6998  -2.9475  4.0640
H  0.6124  -3.3030  0.8775
H  -0.9218  -4.9514  2.9663
H  0.7086  -5.2568  2.3595
H  0.3798  -3.7942  3.2974
H  -1.6864  -5.2652  0.4423
H  -1.0258  -4.1528  -0.7701
H  -0.0078  -5.4259  -0.0948
H  -3.4710  -3.0809  0.3733
H  -3.3234  -3.9351  3.3156
H  -4.5233  -4.4054  2.1186
H  -2.8665  -4.9768  1.9585
H  -3.8534  -1.4590  2.9382
H  -3.9693  -0.8427  1.2756
H  -5.1440  -2.0276  1.8627
Br  3.6560  -4.4685  -6.2868
C  2.7917  -3.8362  -4.7029
C  1.6112  -4.4519  -4.2692
C  1.0038  -4.0083  -3.1294
C  1.5110  -2.9230  -2.3317
O  0.9176  -2.5821  -1.2614
C  2.7338  -2.3305  -2.8085
C  3.5004  -1.3562  -2.0719
N  3.1759  -0.7289  -1.0051
C  4.1773  0.0087  -0.3911
C  4.9679  0.9286  -1.0458
C  6.0270  1.5858  -0.3896
C  6.3308  1.3044  0.9111
C  5.5277  0.3933  1.6357
C  5.7734  0.0673  2.9877
C  4.9455  -0.8014  3.6357
C  3.8525  -1.3445  2.9265
N  3.5987  -1.0828  1.6724
C  4.4177  -0.2295  1.0075
C  3.3404  -2.8127  -3.9864
H  1.1851  -5.2669  -4.8411
H  0.0750  -4.4587  -2.8077
H  4.5241  -1.2258  -2.4614
H  4.7910  1.1177  -2.0976
H  6.6175  2.3117  -0.9370
H  7.1767  1.7762  1.3994
H  6.6225  0.5164  3.4922
H  5.1112  -1.0692  4.6719
H  3.1638  -2.0220  3.4256
H  4.2680  -2.3597  -4.3175
Se  -3.0264  0.0302  -1.0233
C  -4.0049  2.5714  -4.4346
C  -3.7238  1.1044  -4.4300
C  -4.6694  0.1299  -4.4678
C  -4.2305  -1.2130  -4.3735
N  -2.9657  -1.5571  -4.3607
C  -2.0158  -0.5932  -4.3278
S  -0.3806  -0.8933  -4.2126
N  -2.4328  0.7254  -4.3720
C  -5.2425  -2.3063  -4.2450
H  -4.9929  2.7741  -4.8428
H  -3.2572  3.1065  -5.0210
H  -3.9731  2.9452  -3.4075
H  -5.7221  0.3742  -4.4989
H  -1.7021  1.4044  -4.2210
H  -6.0291  -2.2156  -4.9961
H  -5.7024  -2.2183  -3.2566
H  -4.7578  -3.2754  -4.3226

The molar mass comes out at 1182.89 u. Its charge is -1. Its HOMO-LUMO gap is 6.405 eV. The value obtained for the LUMO energy is 2.35 eV. The calculation puts the total energy at -8483.98057 hartree.

Mulliken population analysis, charges in e, atoms 1 to 2: 2.50 -0.95